(1)
The following is a DFT calculation (wB97M-V/def2-TZVPD) of 13 unconnected molecules or ions with the total composition C28H85N3O13.

As for the expectation value of S²: 0.755. The total energy is -2259.67136 Ha. The calculation puts the relative energy (zero: lowest compared OMol25 entry of this formula, charge and spin) at 0.000 eV.

```
! wB97M-V def2-TZVPD RIJCOSX def2/J DEFGRID3
* xyz 1 2
C -21.191 15.387 -15.843
C -20.032 15.257 -16.803
O -20.066 16.239 -17.825
H -21.207 16.360 -15.352
H -21.216 14.615 -15.074
H -22.159 15.282 -16.331
H -19.905 14.264 -17.235
H -19.122 15.497 -16.254
H -19.628 15.830 -18.576
C -15.266 8.396 -16.386
C -14.311 9.068 -17.350
O -14.773 10.379 -17.587
H -15.391 8.872 -15.413
H -15.059 7.326 -16.343
H -16.266 8.346 -16.818
H -14.114 8.501 -18.260
H -13.325 9.124 -16.890
H -14.113 10.806 -18.138
C -21.715 12.321 -22.040
C -23.139 12.203 -22.508
O -23.594 10.903 -22.970
H -21.625 11.829 -21.072
H -21.266 13.314 -22.018
H -21.153 11.777 -22.800
H -23.231 12.913 -23.330
H -23.693 12.613 -21.664
H -23.497 10.384 -22.169
C -17.445 7.639 -12.971
C -18.580 8.209 -13.790
O -19.781 7.951 -13.119
H -17.644 7.619 -11.900
H -16.495 8.117 -13.212
H -17.331 6.601 -13.284
H -18.650 7.819 -14.806
H -18.389 9.281 -13.813
H -20.432 8.521 -13.535
C -20.920 8.520 -21.827
C -22.226 8.252 -21.093
O -23.041 9.325 -20.742
H -21.135 8.883 -22.832
H -20.297 7.639 -21.981
H -20.323 9.261 -21.296
H -22.032 7.677 -20.188
H -22.781 7.528 -21.690
H -23.767 8.928 -20.254
C -23.230 8.796 -16.380
C -22.434 8.262 -15.211
O -21.519 9.319 -14.861
H -22.522 8.943 -17.196
H -23.796 9.698 -16.147
H -23.922 8.024 -16.718
H -21.751 7.493 -15.573
H -23.081 7.864 -14.429
H -21.443 9.703 -15.737
C -14.061 12.933 -13.479
C -14.646 12.731 -14.917
O -13.823 11.858 -15.666
H -14.747 13.461 -12.818
H -13.143 13.515 -13.564
H -13.748 11.988 -13.035
H -14.750 13.726 -15.350
H -15.655 12.322 -14.862
H -14.401 11.409 -16.287
C -25.765 12.573 -18.310
C -26.169 11.401 -19.138
O -27.512 10.996 -18.789
H -26.575 13.288 -18.446
H -24.883 12.981 -18.805
H -25.710 12.291 -17.258
H -25.413 10.650 -18.908
H -26.139 11.625 -20.204
H -27.732 10.240 -19.338
C -18.247 12.043 -17.053
C -18.655 10.641 -17.521
C -20.148 10.645 -18.002
O -20.992 10.901 -16.908
C -22.152 11.712 -17.234
N -17.771 10.282 -18.650
H -17.179 12.098 -16.845
H -18.859 12.387 -16.219
H -18.362 12.730 -17.891
H -18.513 9.929 -16.708
H -20.403 9.669 -18.415
H -20.284 11.296 -18.866
H -22.728 12.019 -16.361
H -22.801 11.234 -17.967
H -21.851 12.715 -17.537
H -17.982 9.333 -18.922
H -16.849 10.147 -18.261
C -16.755 9.060 -21.726
C -15.929 8.177 -20.799
C -16.834 7.031 -20.298
O -17.954 7.613 -19.630
C -18.963 6.725 -19.197
N -14.759 7.681 -21.508
H -17.181 8.473 -22.539
H -16.205 9.814 -22.289
H -17.582 9.578 -21.240
H -15.484 8.778 -20.006
H -16.223 6.371 -19.682
H -17.171 6.363 -21.092
H -18.507 5.862 -18.711
H -19.570 6.297 -19.995
H -19.561 7.214 -18.429
H -14.118 8.385 -21.843
H -14.242 7.064 -20.898
C -15.466 14.991 -18.498
C -15.124 15.062 -19.992
C -13.777 15.785 -20.351
O -13.868 17.145 -19.881
C -14.823 17.980 -20.651
N -15.089 13.724 -20.587
H -14.857 14.271 -17.951
H -16.509 14.711 -18.349
H -15.300 15.991 -18.098
H -15.947 15.584 -20.482
H -13.577 15.815 -21.422
H -12.902 15.342 -19.876
H -15.878 17.714 -20.581
H -14.667 18.127 -21.719
H -14.795 18.978 -20.212
H -15.988 13.265 -20.570
H -15.011 13.994 -21.557
O -18.809 14.803 -19.816
H -18.338 13.976 -19.916
H -18.886 15.144 -20.707
O -17.627 12.411 -20.496
H -17.750 11.848 -19.732
H -17.391 11.810 -21.202
*
```


(2)
The following is a DFT calculation (wB97M-V/def2-TZVPD) of a single C4H5NO molecule.

The total energy is -285.33203 Ha. The calculation puts the relative energy (zero: lowest compared OMol25 entry of this formula, charge and spin) at 2.247 eV.

```
! wB97M-V def2-TZVPD RIJCOSX def2/J DEFGRID3
* xyz 0 1
N 2.349 -0.082 0.360
C 1.300 0.421 -0.018
C 0.222 1.154 -0.267
C -1.133 0.613 -0.229
C -1.326 -0.687 0.007
O -0.244 -1.475 0.341
H 2.776 -0.790 -0.230
H 0.407 2.157 -0.635
H -1.969 1.266 -0.465
H -2.244 -1.238 -0.158
H -0.139 -1.338 1.293
*
```


(3)
The following is a DFT calculation (wB97M-V/def2-TZVPD) of 9 unconnected molecules or ions with the total composition C35H58N4O15.

The total energy is -2715.91767 Ha. The calculation puts the relative energy (zero: lowest compared OMol25 entry of this formula, charge and spin) at 0.000 eV.

```
! wB97M-V def2-TZVPD RIJCOSX def2/J DEFGRID3
* xyz 0 1
C -0.268 3.708 -6.052
C -0.891 3.015 -4.787
C 0.108 2.401 -3.825
O 0.204 3.325 -2.779
C -0.802 4.155 -2.803
O -1.183 4.924 -1.960
O -1.417 4.111 -3.995
H 0.317 4.594 -5.698
H -1.017 4.166 -6.748
H 0.485 3.087 -6.570
H -1.695 2.290 -5.027
H 1.175 2.315 -4.164
H -0.251 1.346 -3.511
C 5.215 0.275 2.754
C 3.914 0.439 3.468
C 2.758 -0.408 3.171
O 2.022 -0.498 4.371
C 2.787 -0.003 5.361
O 2.529 0.076 6.541
O 3.931 0.439 4.866
H 5.057 0.274 1.634
H 5.733 -0.622 3.126
H 5.972 1.077 3.025
H 3.487 1.424 3.206
H 3.086 -1.439 2.897
H 2.216 -0.256 2.240
C -3.910 0.839 0.955
C -3.213 1.056 2.330
C -3.840 0.294 3.496
O -2.711 -0.210 4.104
C -1.614 -0.076 3.345
O -0.530 -0.554 3.603
O -1.910 0.510 2.269
H -4.942 1.214 0.914
H -3.941 -0.245 0.793
H -3.380 1.493 0.189
H -3.157 2.147 2.530
H -4.470 -0.613 3.237
H -4.368 1.035 3.949
C -2.864 -5.092 -3.248
C -2.597 -5.079 -1.802
C -1.130 -4.926 -1.401
O -1.074 -3.714 -0.828
C -2.176 -3.076 -0.713
O -2.367 -1.953 -0.259
O -3.202 -3.908 -1.207
H -3.944 -5.357 -3.360
H -2.268 -5.912 -3.705
H -2.753 -4.167 -3.749
H -3.067 -5.873 -1.299
H -0.343 -4.878 -2.190
H -0.862 -5.732 -0.740
C 0.426 2.552 5.363
O -0.270 3.340 4.358
C -0.167 3.239 3.054
O 0.946 2.453 2.576
O -1.144 3.807 2.338
C -1.255 3.839 0.919
H 0.253 1.500 5.151
H -0.084 2.853 6.249
H 1.512 2.692 5.241
H -1.011 2.897 0.489
H -0.511 4.563 0.619
H -2.261 4.126 0.566
C -2.905 0.619 -2.573
C -3.429 -0.583 -3.249
C -2.624 -0.869 -4.472
C -1.215 -1.155 -4.368
N -0.127 -1.464 -4.394
H -2.312 1.328 -3.194
H -2.296 0.323 -1.708
H -3.721 1.168 -2.065
H -4.473 -0.477 -3.598
H -3.385 -1.499 -2.688
H -2.702 -0.027 -5.209
H -3.008 -1.759 -4.966
C 0.195 0.290 -0.389
C 0.713 -0.721 -1.486
C 1.412 -1.918 -0.910
C 2.750 -1.587 -0.429
N 3.806 -1.356 0.011
H -0.504 1.081 -0.740
H 0.963 0.991 0.048
H -0.349 -0.290 0.324
H 1.368 -0.270 -2.256
H -0.216 -1.249 -1.834
H 1.361 -2.742 -1.633
H 0.810 -2.233 -0.050
C 3.940 3.449 -2.070
C 3.162 2.283 -1.366
C 3.289 2.529 0.238
C 4.600 3.001 0.816
N 5.667 3.391 1.155
H 5.023 3.294 -1.827
H 3.545 4.435 -1.762
H 3.891 3.324 -3.147
H 3.560 1.361 -1.799
H 2.138 2.105 -1.638
H 3.133 1.623 0.779
H 2.691 3.349 0.656
C -0.858 -3.632 2.428
C 0.423 -3.941 3.172
C 1.683 -4.177 2.331
C 1.599 -5.199 1.395
N 1.501 -6.021 0.568
H -1.681 -3.375 3.118
H -1.159 -4.516 1.816
H -0.804 -2.759 1.726
H 0.244 -4.804 3.797
H 0.699 -3.069 3.728
H 2.528 -4.238 3.028
H 1.836 -3.272 1.835
*
```


(4)
The following is a DFT calculation (wB97M-V/def2-TZVPD) of 6 unconnected molecules or ions with the total composition CH12O6.

The total energy is -496.62574 Ha. The calculation puts the relative energy (zero: lowest compared OMol25 entry of this formula, charge and spin) at 2.847 eV.

```
! wB97M-V def2-TZVPD RIJCOSX def2/J DEFGRID3
* xyz 0 1
O -0.903 -1.199 -1.396
C -0.046 -1.878 -1.877
H 0.605 -1.610 -2.725
H 0.384 -2.741 -1.252
H -0.062 1.433 0.254
H 1.247 0.711 -0.366
O 0.768 1.542 -0.216
H -1.136 0.576 2.037
H -2.492 1.146 1.149
O -1.937 1.077 1.890
H -0.372 -0.611 2.679
H 0.121 -1.411 1.439
O 0.369 -0.758 2.098
H -0.982 1.265 -1.156
H -2.627 1.704 -0.512
O -1.871 1.581 -1.034
H 3.115 -0.180 -1.148
H 3.169 -0.275 0.469
O 2.650 -0.371 -0.333
*
```